1.
DFT (ωB97M-V/def2-TZVPD) results for a structure of composition C47H56CaN8O3S2.

The geometry in ORCA input format:
```
! RIJCOSX wB97M-V def2-TZVPD def2/J DEFGRID3
* xyz 2 1
Ca 0.687 -2.030 1.107
N -0.931 -3.670 1.741
C -1.225 -3.840 3.163
C -0.940 -2.531 3.889
N 0.411 -2.027 3.659
C 1.423 -2.827 4.354
C 2.177 -3.793 3.437
N 2.598 -3.145 2.198
C 0.491 -0.628 4.081
C 1.702 0.059 3.463
N 1.604 -0.086 2.020
H -1.567 -2.960 1.383
H -1.151 -4.528 1.242
H -0.619 -4.652 3.576
H -2.280 -4.096 3.351
H -1.141 -2.654 4.965
H -1.633 -1.788 3.491
H 0.972 -3.410 5.165
H 2.147 -2.156 4.815
H 1.521 -4.622 3.178
H 3.029 -4.197 4.003
H 2.923 -3.865 1.558
H 3.392 -2.544 2.399
H 0.529 -0.548 5.177
H -0.402 -0.105 3.728
H 2.632 -0.404 3.808
H 1.706 1.107 3.789
H 2.402 0.338 1.560
H 0.782 0.414 1.699
C 4.734 6.434 -1.879
C 3.829 5.295 -1.548
C 4.332 4.046 -1.195
C 3.472 3.001 -0.911
C 2.104 3.206 -0.980
C 1.581 4.435 -1.338
C 2.448 5.472 -1.617
S 1.031 1.794 -0.659
O 0.150 1.708 -1.851
C 0.123 2.493 0.750
C 0.965 2.919 1.798
C 0.448 3.311 2.997
C -0.940 3.218 3.235
C -1.492 3.544 4.488
C -2.839 3.454 4.702
C -3.684 3.009 3.677
C -3.175 2.673 2.453
C -1.794 2.787 2.188
C -1.242 2.485 0.903
C -2.226 2.278 -0.177
C -3.055 3.387 -0.520
C -2.834 4.687 -0.011
C -3.678 5.713 -0.333
C -4.783 5.499 -1.173
C -5.000 4.264 -1.716
C -4.142 3.187 -1.412
C -4.360 1.901 -1.946
C -3.530 0.864 -1.635
C -2.448 1.051 -0.759
S -1.153 -0.204 -0.531
O -1.395 -0.963 0.751
C -1.703 -1.284 -1.860
C -2.406 -2.458 -1.645
C -2.729 -3.265 -2.723
C -2.339 -2.931 -4.018
C -2.675 -3.815 -5.176
C -1.662 -1.729 -4.214
C -1.362 -0.901 -3.150
H 5.756 6.243 -1.563
H 4.375 7.348 -1.413
H 4.734 6.595 -2.957
H 5.399 3.886 -1.135
H 3.857 2.025 -0.642
H 0.513 4.571 -1.407
H 2.055 6.441 -1.885
H 2.030 2.963 1.620
H 1.088 3.708 3.771
H -0.834 3.868 5.279
H -3.267 3.714 5.657
H -4.746 2.932 3.853
H -3.831 2.315 1.675
H -1.993 4.872 0.641
H -3.508 6.701 0.068
H -5.456 6.313 -1.391
H -5.835 4.083 -2.377
H -5.198 1.749 -2.613
H -3.719 -0.112 -2.052
H -2.722 -2.718 -0.644
H -3.301 -4.165 -2.559
H -2.444 -4.857 -4.959
H -2.128 -3.516 -6.066
H -3.740 -3.753 -5.397
H -1.371 -1.433 -5.210
H -0.894 0.057 -3.308
C 2.587 -0.393 -3.967
N 1.928 -0.449 -2.678
C 2.346 -1.115 -1.596
N 3.490 -1.828 -1.685
O 1.703 -1.078 -0.529
H 2.015 0.271 -4.611
H 2.625 -1.381 -4.431
H 3.601 0.006 -3.886
H 1.128 0.164 -2.537
H 4.046 -1.837 -2.520
H 3.800 -2.349 -0.883
N 1.763 -5.594 0.620
C 1.527 -5.178 -0.667
C 1.978 -5.926 -1.764
C 1.704 -5.476 -3.036
C 1.012 -4.278 -3.182
C 0.666 -3.578 -2.044
N 0.900 -4.005 -0.804
H 1.985 -6.570 0.749
H 1.117 -5.196 1.290
H 2.529 -6.838 -1.602
H 2.008 -6.046 -3.901
H 0.739 -3.906 -4.155
H 0.173 -2.627 -2.130
*
```

HOMO-LUMO gap in eV: 8.08

2.
DFT (ωB97M-V/def2-TZVPD) results for a structure of composition C47H56FN5O3P2ReSi2.

The geometry in ORCA input format:
```
! RIJCOSX wB97M-V def2-TZVPD def2/J DEFGRID3
* xyz 2 2
Re 0.859 -1.111 -0.632
C 3.653 0.760 -1.239
Si 4.111 -1.070 -0.980
C 4.137 -2.024 -2.592
C 5.721 -1.209 -0.022
N 2.746 -1.758 -0.066
P 2.422 -1.831 1.558
C 0.695 -1.679 1.434
P -0.415 -2.985 1.115
N -0.385 -2.759 -0.527
Si -1.392 -3.381 -1.858
C -2.605 -2.003 -2.298
C -0.184 -3.779 -3.236
C -2.307 -4.908 -1.249
C -2.069 -2.534 1.708
C -2.331 -1.165 1.774
C -3.614 -0.716 2.035
C -4.644 -1.627 2.227
C -4.385 -2.988 2.178
C -3.100 -3.445 1.920
C 0.007 -4.682 1.517
C -0.485 -5.343 2.638
C -0.107 -6.657 2.873
C 0.767 -7.296 2.005
C 1.288 -6.620 0.908
C 0.908 -5.314 0.659
C 3.023 -0.306 2.349
C 4.262 -0.239 2.977
C 4.751 0.979 3.429
C 4.008 2.135 3.255
C 2.757 2.069 2.653
C 2.264 0.856 2.205
C 3.212 -3.248 2.324
C 3.089 -3.471 3.694
C 3.680 -4.590 4.256
C 4.389 -5.479 3.458
C 4.499 -5.262 2.091
C 3.906 -4.148 1.519
H 3.865 1.076 -2.263
H 4.192 1.418 -0.555
H 2.580 0.930 -1.064
H 4.854 -1.586 -3.291
H 3.154 -1.995 -3.062
H 4.414 -3.069 -2.437
H 6.550 -0.952 -0.685
H 5.901 -2.218 0.352
H 5.751 -0.522 0.823
H -2.073 -1.052 -2.367
H -3.383 -1.900 -1.538
H -3.087 -2.192 -3.260
H 0.435 -2.907 -3.455
H -0.703 -4.066 -4.153
H 0.476 -4.602 -2.953
H -3.108 -4.646 -0.561
H -1.639 -5.616 -0.755
H -2.763 -5.420 -2.100
H -1.512 -0.473 1.623
H -3.816 0.346 2.098
H -5.651 -1.278 2.418
H -5.188 -3.695 2.339
H -2.907 -4.509 1.887
H -1.155 -4.838 3.323
H -0.498 -7.184 3.733
H 1.041 -8.328 2.182
H 1.988 -7.117 0.249
H 1.286 -4.770 -0.200
H 4.844 -1.143 3.117
H 5.716 1.031 3.917
H 4.399 3.087 3.590
H 2.164 2.969 2.542
H 1.280 0.795 1.759
H 2.538 -2.769 4.310
H 3.595 -4.771 5.320
H 4.860 -6.345 3.904
H 5.046 -5.962 1.473
H 3.972 -3.962 0.454
C -2.535 4.107 -5.121
C -1.213 4.483 -4.460
N -0.875 3.546 -3.380
C -0.205 2.433 -3.717
C 0.027 1.369 -2.889
C 0.850 0.231 -3.486
O 1.191 0.347 -4.647
O 1.122 -0.758 -2.714
C -0.513 1.394 -1.587
O -0.498 0.423 -0.746
C -1.163 2.623 -1.187
C -1.619 2.762 0.127
C -2.210 3.921 0.539
F -2.576 4.006 1.831
C -2.403 5.010 -0.332
C -1.967 4.857 -1.641
C -1.335 3.691 -2.089
N -3.031 6.213 0.047
C -3.834 6.310 1.267
C -4.673 7.602 1.191
N -4.818 7.974 -0.249
C -3.508 8.435 -0.811
C -2.414 7.492 -0.274
H -2.771 4.815 -5.914
H -3.352 4.108 -4.399
H -2.468 3.111 -5.559
H -1.248 5.499 -4.075
H -0.406 4.445 -5.189
H 0.178 2.364 -4.730
H -1.480 1.950 0.829
H -2.123 5.681 -2.324
H -3.232 6.339 2.179
H -4.488 5.443 1.326
H -4.195 8.434 1.704
H -5.656 7.449 1.630
H -5.544 8.676 -0.389
H -5.084 7.123 -0.749
H -3.335 9.464 -0.501
H -3.577 8.399 -1.896
H -1.950 7.925 0.620
H -1.627 7.370 -1.012
*
```

HOMO-LUMO gap (spin up / spin down) in eV: 5.65 / 5.71
⟨S²⟩: 0.76

Question: Which formula does entry 1 have?
Answer: C47H56CaN8O3S2